1.
DFT (ωB97M-V/def2-TZVPD) results for C38H40MoN3O3 as an isolated structure at a distorted geometry.

The value obtained for the energy relative to the best compared isomer or geometry (same formula, charge and spin) is 0.00 kJ/mol. The HOMO-LUMO gap is 7.056 eV. The calculation puts the molar mass at 682.70 g mol⁻¹. The calculation puts the HOMO energy at -11.137 eV. Its charge is +1. The lowest unoccupied orbital energy comes out at -4.08 eV.

Each line ends with the Mulliken charge.
Geometry (Å):
Mo 0.65 0.05 0.48  -1.46
O -0.69 -1.08 4.14  -0.65
C -0.47 -1.28 2.98  -0.14
O 0.57 -0.72 2.33  -0.32
C -1.28 -2.24 2.15  0.88
C -2.31 -2.96 2.72  -0.99
C -3.03 -3.83 1.91  -0.52
C -2.68 -3.93 0.57  -1.11
C -1.64 -3.15 0.08  -0.24
N -0.95 -2.31 0.86  0.58
H -2.52 -2.85 3.78  0.60
H -3.84 -4.42 2.31  0.45
H -3.22 -4.59 -0.10  0.48
H -1.34 -3.20 -0.96  0.54
N 2.64 0.09 1.45  0.11
C 3.87 0.61 0.87  0.68
C 5.05 -0.04 1.22  -0.37
C 6.27 0.42 0.78  -0.75
C 6.30 1.54 -0.05  -0.76
C 5.12 2.16 -0.41  -1.49
C 3.87 1.74 0.07  0.84
C 2.62 2.49 -0.30  1.12
C 2.77 3.81 -0.74  -0.97
C 1.73 4.51 -1.32  -1.11
C 0.48 3.92 -1.42  -1.03
C 0.29 2.67 -0.85  -0.22
C 1.34 1.92 -0.29  1.12
H 2.49 0.54 2.34  0.42
H 2.80 -0.88 1.68  0.38
H 5.00 -0.92 1.86  0.46
H 7.19 -0.08 1.07  0.42
H 7.24 1.92 -0.41  0.42
H 5.17 2.99 -1.09  0.47
H 3.72 4.31 -0.61  0.57
H 1.89 5.52 -1.70  0.41
H -0.35 4.44 -1.88  0.50
H -0.72 2.28 -0.86  0.41
C -1.83 -0.55 -2.02  -0.79
C -3.22 -0.46 -1.41  0.46
C -4.05 0.53 -2.25  -1.58
C -3.36 -0.05 0.07  -0.13
C -4.61 -0.27 0.62  -0.74
C -4.94 0.18 1.89  -1.46
C -4.03 0.96 2.58  -0.98
C -2.76 1.24 2.08  0.03
C -1.97 2.27 2.90  0.49
C -2.72 3.61 2.81  -1.51
C -0.51 2.55 2.54  -1.44
C -2.41 0.62 0.86  0.88
O -1.07 0.54 0.49  1.33
H -1.91 -0.94 -3.03  0.66
H -1.16 -1.20 -1.46  -0.66
H -1.38 0.44 -2.10  0.13
H -3.68 -1.44 -1.50  0.53
H -3.55 1.50 -2.28  0.34
H -5.05 0.68 -1.85  0.45
H -4.14 0.17 -3.28  0.44
H -5.34 -0.82 0.05  0.55
H -5.91 -0.03 2.32  0.42
H -4.29 1.36 3.56  0.59
H -1.99 1.92 3.93  0.55
H -2.63 4.03 1.80  0.38
H -2.29 4.33 3.51  0.42
H -3.78 3.51 3.04  0.44
H -0.42 2.92 1.51  0.27
H 0.13 1.69 2.70  0.03
H -0.14 3.34 3.20  0.59
C 2.28 -3.52 -0.09  -1.35
C 1.99 -3.10 -1.51  0.94
C 2.21 -4.00 -2.54  -0.79
C 1.99 -3.64 -3.86  -0.85
C 1.56 -2.36 -4.17  -0.87
C 1.34 -1.42 -3.18  1.06
C 0.96 -0.01 -3.56  -1.28
C 1.54 -1.80 -1.84  0.52
N 1.28 -0.90 -0.81  0.37
H 1.87 -4.52 0.11  0.46
H 1.84 -2.84 0.64  -0.06
H 3.36 -3.58 0.08  0.37
H 2.56 -5.00 -2.30  0.48
H 2.16 -4.37 -4.65  0.43
H 1.40 -2.08 -5.21  0.47
H 0.21 -0.01 -4.35  0.44
H 1.84 0.52 -3.95  0.39
H 0.59 0.56 -2.72  -0.17


2.
DFT (ωB97M-V/def2-TZVPD) results for C38H41Cl2N6O9W as an isolated structure at a distorted geometry.

The value obtained for the energy relative to the best compared isomer or geometry (same formula, charge and spin) is 37.09 kJ/mol. The HOMO-LUMO gap is 4.980 eV. The calculation puts the molar mass at 980.53 g mol⁻¹. The calculation puts the HOMO energy at -16.909 eV. Its charge is +3. The lowest unoccupied orbital energy comes out at -11.93 eV.

Each line ends with the Mulliken charge.
Geometry (Å):
W 0.21 -0.20 0.25  -0.32
C 3.04 -3.16 1.88  -1.40
C 2.88 -1.67 2.22  2.63
C 3.34 -1.45 3.66  -2.07
C 3.62 -0.80 1.24  0.58
C 4.90 -0.41 1.56  -0.84
C 5.69 0.25 0.63  -1.54
C 5.23 0.49 -0.65  -1.44
C 3.94 0.13 -1.05  0.11
C 3.70 0.22 -2.57  0.97
C 2.34 -0.17 -3.15  -1.28
C 4.11 1.58 -3.19  -1.70
C 3.13 -0.46 -0.06  0.38
N 1.85 -1.04 -0.40  1.73
C 1.95 -2.28 -1.12  -0.55
O 2.96 -2.66 -1.62  -0.40
C 0.66 -2.96 -1.06  0.07
C 0.37 -4.19 -1.62  -0.82
C -0.89 -4.73 -1.41  -1.01
C -1.80 -4.02 -0.64  -0.77
C -1.43 -2.79 -0.14  0.49
N -0.22 -2.26 -0.34  -0.27
C -2.26 -1.92 0.70  0.10
O -3.30 -2.21 1.20  -0.48
N -1.60 -0.67 0.87  1.17
C -2.35 0.28 1.68  -0.18
C -3.54 0.86 1.20  0.49
C -4.23 1.67 2.09  -0.38
C -3.76 1.90 3.38  -1.40
C -2.59 1.30 3.82  -0.82
C -1.86 0.49 2.97  0.62
C -0.63 -0.23 3.47  3.04
C 0.07 0.52 4.59  -2.30
C -0.92 -1.68 3.87  -1.48
C -4.11 0.65 -0.19  1.44
C -5.38 -0.22 -0.15  -1.69
C -4.47 1.98 -0.86  -1.74
H 2.43 -3.77 2.55  0.43
H 2.78 -3.41 0.85  0.19
H 4.08 -3.45 2.02  0.47
H 1.79 -1.45 2.18  -1.01
H 4.32 -1.90 3.82  0.60
H 3.41 -0.39 3.92  0.52
H 2.66 -1.94 4.35  0.34
H 5.32 -0.65 2.53  0.50
H 6.71 0.53 0.89  0.47
H 5.91 0.90 -1.38  0.65
H 4.40 -0.53 -2.94  0.60
H 1.52 0.37 -2.67  -0.17
H 2.33 0.12 -4.20  0.70
H 2.14 -1.24 -3.12  0.31
H 3.23 2.19 -3.41  0.39
H 4.76 2.18 -2.57  0.46
H 4.62 1.41 -4.14  0.43
H 1.14 -4.69 -2.19  0.65
H -1.15 -5.70 -1.82  0.54
H -2.80 -4.39 -0.42  0.66
H -5.15 2.14 1.78  0.55
H -4.32 2.54 4.04  0.48
H -2.26 1.47 4.84  0.48
H 0.07 -0.30 2.56  -1.37
H -0.51 0.38 5.51  0.67
H 1.05 0.12 4.78  0.18
H 0.13 1.59 4.41  0.55
H -1.69 -1.68 4.64  0.47
H -1.29 -2.29 3.05  0.26
H -0.03 -2.15 4.29  0.35
H -3.36 0.14 -0.80  -0.56
H -6.13 0.26 0.47  0.41
H -5.79 -0.32 -1.15  0.49
H -5.20 -1.22 0.25  0.35
H -5.43 2.35 -0.49  0.59
H -3.75 2.77 -0.67  0.32
H -4.59 1.84 -1.94  0.43
Cl 1.96 2.65 -0.80  0.06
C 2.15 2.96 0.92  -0.74
Cl 1.62 1.56 1.94  0.25
H 1.54 3.80 1.21  0.53
H 3.20 3.10 1.14  0.51
O -3.24 3.35 -5.92  -0.56
N -2.99 3.75 -4.81  1.03
O -3.22 4.84 -4.34  -0.57
C -2.30 2.79 -3.91  -1.02
C -2.03 3.18 -2.62  -0.05
C -1.39 2.26 -1.79  0.11
C -1.03 1.00 -2.24  1.28
O -0.26 0.20 -1.48  0.84
C -1.37 0.63 -3.54  -1.00
C -1.99 1.53 -4.39  -0.38
N -1.07 -0.73 -4.05  0.98
O -0.90 -1.61 -3.22  -0.49
O -0.98 -0.85 -5.24  -0.56
N -1.14 2.65 -0.43  0.68
O -0.61 1.84 0.40  -0.08
O -1.45 3.72 -0.04  -0.56
H -2.31 4.17 -2.28  0.69
H -2.24 1.25 -5.41  0.74


3.
DFT (ωB97M-V/def2-TZVPD) results for C38H41F3N5O3P2Tl as an isolated structure.

The value obtained for the energy relative to the best compared isomer or geometry (same formula, charge and spin) is 257.24 kJ/mol. The HOMO-LUMO gap is 5.740 eV. The calculation puts the molar mass at 939.10 g mol⁻¹. The calculation puts the HOMO energy at -1.481 eV. Its charge is -2. The lowest unoccupied orbital energy comes out at 4.26 eV.

Each line ends with the Mulliken charge.
Geometry (Å):
Tl 1.15 0.40 -0.65  1.19
C 1.76 0.15 2.96  -1.02
P 0.37 -0.99 2.46  0.84
C 1.16 -2.65 2.74  0.26
C 1.67 -3.19 1.56  -0.30
C 2.28 -4.43 1.55  -0.45
C 2.39 -5.16 2.73  -0.59
C 1.87 -4.63 3.91  -0.66
C 1.26 -3.39 3.91  -0.39
C -0.62 -0.83 4.01  0.67
C -1.99 -0.74 3.84  -0.98
C -2.85 -0.64 4.93  -0.47
C -2.33 -0.63 6.21  -0.56
C -0.96 -0.70 6.40  -0.71
C -0.11 -0.79 5.31  -0.20
C 0.96 1.41 2.91  0.67
C 0.75 2.49 3.74  -1.29
C -0.25 3.27 3.11  -1.38
C -0.58 2.61 1.95  -0.22
C -1.46 2.96 0.79  -0.73
P -2.04 1.36 0.04  0.87
C -3.71 1.23 0.79  0.08
C -3.96 1.67 2.09  -0.50
C -5.22 1.53 2.64  -0.48
C -6.25 0.95 1.92  -0.56
C -6.00 0.48 0.64  -0.55
C -4.75 0.61 0.09  -0.70
C -2.51 2.03 -1.61  0.31
C -3.65 2.77 -1.90  -0.36
C -3.86 3.26 -3.18  -0.64
C -2.91 3.05 -4.17  -0.64
C -1.75 2.36 -3.87  -0.44
C -1.57 1.84 -2.61  0.38
N 0.14 1.47 1.83  0.64
H 2.54 0.14 2.19  0.35
H 2.20 -0.07 3.94  0.48
H 1.54 -2.64 0.64  -0.02
H 2.65 -4.84 0.62  0.47
H 2.86 -6.13 2.73  0.34
H 1.95 -5.19 4.83  0.37
H 0.84 -3.01 4.83  0.39
H -2.39 -0.74 2.84  0.30
H -3.91 -0.56 4.77  0.44
H -2.99 -0.56 7.07  0.36
H -0.55 -0.69 7.40  0.37
H 0.95 -0.81 5.48  0.34
H 1.24 2.69 4.68  0.44
H -0.66 4.20 3.47  0.46
H -0.86 3.45 0.01  0.53
H -2.30 3.61 1.05  0.52
H -3.16 2.10 2.67  0.33
H -5.41 1.89 3.65  0.40
H -7.25 0.87 2.35  0.33
H -6.80 0.01 0.07  0.36
H -4.56 0.23 -0.91  0.46
H -4.40 2.96 -1.14  0.43
H -4.76 3.81 -3.41  0.37
H -3.08 3.43 -5.18  0.34
H -0.97 2.24 -4.62  0.58
H -0.67 1.28 -2.39  -0.99
C 2.79 -2.87 -2.41  -0.49
C 1.24 -2.84 -2.60  0.37
O 0.79 -3.51 -3.56  -0.83
O 0.60 -2.15 -1.80  -0.35
H 3.18 -3.88 -2.59  0.38
H 3.04 -2.54 -1.40  -0.09
H 3.24 -2.18 -3.13  0.14
F 0.58 4.01 -1.72  -0.27
C 1.61 3.08 -1.93  0.05
F 2.74 3.80 -1.48  -0.32
F 1.78 3.18 -3.34  -0.31
C 4.24 1.46 -2.77  -0.24
N 5.15 0.54 -2.14  -0.17
C 4.93 0.02 -0.92  0.36
N 6.02 -0.72 -0.42  -0.59
O 3.93 0.16 -0.24  -0.34
H 4.18 1.25 -3.84  0.25
H 4.54 2.50 -2.62  0.32
H 3.25 1.34 -2.34  -0.44
H 6.07 0.46 -2.54  0.18
H 6.57 -1.22 -1.10  0.20
H 5.75 -1.28 0.37  0.27
C 1.47 -2.03 -6.01  -0.96
N 0.62 -1.00 -5.46  0.11
C -0.79 -1.27 -5.60  -0.76
C 1.02 -0.44 -4.34  -0.07
N 1.41 0.17 -3.45  -0.04
H 1.27 -2.11 -7.08  0.34
H 1.28 -2.98 -5.50  0.33
H 2.52 -1.76 -5.86  0.28
H -1.06 -1.16 -6.66  0.33
H -1.37 -0.56 -5.01  0.23
H -1.03 -2.28 -5.26  0.26


4.
DFT (ωB97M-V/def2-TZVPD) results for C38H41InN3O3P2S2Se as an isolated structure at a distorted geometry.

The value obtained for the energy relative to the best compared isomer or geometry (same formula, charge and spin) is 257.24 kJ/mol. The HOMO-LUMO gap is 6.685 eV. The calculation puts the molar mass at 907.62 g mol⁻¹. The calculation puts the HOMO energy at -9.713 eV. Its charge is +1. The lowest unoccupied orbital energy comes out at -3.03 eV.

Each line ends with the Mulliken charge.
Geometry (Å):
In 2.18 0.47 0.64  0.52
C 3.61 1.04 3.58  -0.76
C 5.03 1.03 2.86  -0.76
N 4.89 0.85 1.40  -0.15
C 5.56 -0.24 0.67  -0.99
C 5.16 -1.59 1.21  -0.49
S 3.48 -2.08 0.79  -0.10
C 2.76 -2.42 2.52  -0.12
C 3.00 -1.33 3.61  -1.06
N 2.71 0.02 3.03  0.01
H 3.08 1.95 3.37  0.31
H 3.68 0.95 4.68  0.40
H 5.68 0.18 3.18  0.27
H 5.52 1.96 3.13  0.53
H 5.32 1.68 1.03  0.26
H 6.65 -0.20 0.57  0.50
H 5.24 -0.18 -0.41  0.29
H 5.35 -1.61 2.30  0.15
H 5.78 -2.48 0.85  0.46
H 3.31 -3.37 2.84  0.63
H 1.73 -2.69 2.33  -0.13
H 4.07 -1.35 3.93  0.40
H 2.36 -1.50 4.45  0.51
H 1.72 0.27 3.30  0.14
O -0.54 0.10 3.48  -0.91
S -0.84 -0.28 2.12  0.71
O 0.30 -1.07 1.61  -0.20
O -1.27 0.78 1.25  0.15
C -2.14 -1.53 2.16  0.05
C -3.07 -1.48 3.21  -0.57
C -4.11 -2.41 3.21  -0.57
C -4.28 -3.32 2.12  -0.80
C -3.31 -3.36 1.13  -0.27
C -2.32 -2.36 1.07  0.00
P -1.24 -2.17 -0.37  0.90
C -2.33 -2.79 -1.77  -0.12
C -2.20 -3.96 -2.50  -0.31
C -3.00 -4.16 -3.62  -0.61
C -3.96 -3.19 -4.09  -0.66
C -4.02 -2.04 -3.39  -0.91
C -3.28 -1.88 -2.23  -0.54
C -0.01 -3.46 -0.30  0.32
C 0.10 -4.41 0.64  -0.26
C 1.17 -5.28 0.75  -0.55
C 2.21 -5.24 -0.16  -0.55
C 2.07 -4.31 -1.25  -0.77
C 1.00 -3.43 -1.27  -0.32
H -2.97 -0.79 4.08  0.42
H -4.84 -2.33 4.02  0.37
H -5.07 -4.09 2.10  0.40
H -3.30 -4.07 0.30  0.47
H -1.54 -4.78 -2.20  0.37
H -2.80 -4.98 -4.28  0.37
H -4.59 -3.38 -4.97  0.39
H -4.67 -1.20 -3.58  0.42
H -3.52 -1.04 -1.61  1.03
H -0.72 -4.59 1.41  0.14
H 1.25 -5.94 1.63  0.39
H 3.05 -5.88 -0.11  0.49
H 2.86 -4.29 -2.00  0.41
H 0.92 -2.68 -2.18  0.10
Se -2.27 1.30 -1.45  0.90
C -3.36 1.54 -2.93  0.19
N -3.89 1.95 -3.87  -0.51
C -3.66 4.36 -0.96  -1.59
P -2.03 3.56 -1.43  0.77
C -1.32 4.06 -2.98  0.05
C -1.99 5.05 -3.68  -0.46
C -1.67 5.39 -4.98  -0.73
C -0.66 4.74 -5.63  -0.46
C 0.05 3.76 -4.93  -0.68
C -0.27 3.44 -3.64  0.16
C -0.97 3.95 -0.06  0.96
C -1.31 3.61 1.25  -0.19
C -0.52 3.90 2.31  -0.67
C 0.74 4.45 2.02  -0.32
C 1.10 4.76 0.68  -0.95
C 0.30 4.53 -0.39  -0.60
H -3.56 5.40 -0.88  0.55
H -3.83 3.88 -0.05  0.58
H -4.46 3.95 -1.61  0.43
H -2.82 5.57 -3.16  0.29
H -2.14 6.19 -5.44  0.49
H -0.44 4.89 -6.70  0.38
H 0.96 3.36 -5.31  0.41
H 0.35 2.66 -3.16  0.47
H -2.33 3.26 1.34  -0.07
H -0.80 3.74 3.31  0.46
H 1.37 4.62 2.91  0.41
H 2.06 5.25 0.59  0.39
H 0.47 4.83 -1.41  0.49


5.
DFT (ωB97M-V/def2-TZVPD) results for C38H42AlBrN2O2P2Si2 as an isolated structure at a distorted geometry.

The HOMO-LUMO gap is 8.357 eV. The calculation puts the molar mass at 783.77 g mol⁻¹. The calculation puts the HOMO energy at -8.056 eV. The lowest unoccupied orbital energy comes out at 0.30 eV.

Each line ends with the Mulliken charge.
Geometry (Å):
Al -0.41 -1.14 -0.62  -1.83
C 3.86 -1.02 1.88  -1.12
Si 2.76 -1.76 0.49  0.40
C 3.74 -1.71 -1.15  -0.68
C 2.33 -3.57 0.91  -1.14
N 1.25 -0.88 0.33  1.16
P 1.09 0.76 0.15  1.28
C -0.36 1.00 -0.81  -1.66
P -1.75 0.83 0.25  1.41
N -1.97 -0.81 0.42  1.21
Si -3.46 -1.66 0.82  0.21
C -4.40 -0.95 2.33  -0.99
C -4.65 -1.56 -0.68  -1.03
C -2.94 -3.45 1.18  -1.16
C -3.14 1.63 -0.61  0.11
C -4.27 2.11 0.04  0.07
C -5.27 2.75 -0.67  -0.78
C -5.14 2.92 -2.04  -0.63
C -4.02 2.44 -2.69  -0.75
C -3.03 1.80 -1.98  -0.78
C -1.80 1.62 1.87  0.46
C -1.93 3.00 1.93  -0.48
C -2.05 3.63 3.15  -0.87
C -2.05 2.88 4.31  -0.73
C -1.88 1.50 4.26  -0.98
C -1.75 0.87 3.04  -0.41
C 2.45 1.46 -0.83  0.38
C 3.59 2.04 -0.28  -0.07
C 4.55 2.58 -1.11  -0.81
C 4.39 2.55 -2.48  -0.66
C 3.26 1.97 -3.03  -0.79
C 2.29 1.43 -2.21  -0.62
C 1.25 1.62 1.73  0.52
C 1.27 3.01 1.67  -0.66
C 1.43 3.74 2.83  -0.85
C 1.55 3.08 4.04  -0.77
C 1.49 1.70 4.10  -0.78
C 1.34 0.97 2.94  -0.41
H 4.90 -1.26 1.69  0.48
H 3.61 -1.43 2.85  0.36
H 3.78 0.06 1.93  0.19
H 4.34 -2.62 -1.25  0.42
H 4.41 -0.86 -1.21  0.39
H 3.07 -1.67 -2.01  -0.09
H 3.16 -4.04 1.43  0.40
H 2.14 -4.15 0.01  0.23
H 1.45 -3.64 1.54  0.31
H -4.55 0.13 2.28  0.23
H -3.89 -1.17 3.27  0.32
H -5.38 -1.41 2.38  0.50
H -4.90 -0.53 -0.93  0.28
H -5.57 -2.08 -0.46  0.42
H -4.20 -2.01 -1.56  0.28
H -2.44 -3.54 2.14  0.31
H -2.27 -3.83 0.41  0.25
H -3.81 -4.10 1.22  0.40
H -4.36 2.01 1.11  0.33
H -6.15 3.12 -0.16  0.43
H -5.91 3.45 -2.59  0.40
H -3.92 2.57 -3.76  0.45
H -2.13 1.43 -2.46  0.37
H -1.93 3.57 1.01  0.61
H -2.15 4.71 3.21  0.47
H -2.18 3.36 5.27  0.42
H -1.83 0.92 5.17  0.49
H -1.61 -0.19 2.97  0.88
H 3.71 2.09 0.80  0.31
H 5.43 3.04 -0.68  0.43
H 5.14 2.99 -3.12  0.40
H 3.13 1.95 -4.10  0.47
H 1.38 1.00 -2.61  0.39
H 1.17 3.50 0.71  0.64
H 1.46 4.83 2.79  0.46
H 1.68 3.65 4.94  0.39
H 1.56 1.20 5.06  0.47
H 1.29 -0.11 2.97  0.59
Br 1.56 -6.23 -2.69  -0.13
C 1.88 -4.58 -3.57  -0.19
C 2.92 -4.53 -4.49  -0.52
C 3.21 -3.34 -5.13  -0.58
C 2.48 -2.20 -4.84  -0.49
C 1.46 -2.25 -3.91  -0.09
C 1.13 -3.44 -3.28  0.71
C -0.04 -3.51 -2.34  0.32
O -0.70 -4.50 -2.21  -0.59
O -0.28 -2.39 -1.71  0.10
H 3.48 -5.43 -4.70  0.43
H 4.01 -3.31 -5.85  0.40
H 2.72 -1.27 -5.33  0.42
H 0.89 -1.37 -3.67  0.32